50
Properties=species:S:1:pos:R:3:lowdin_charge:R:1 method="wB97M-V/def2-TZVPD" lumo_ev=0.2 orbital_gap_ha=0.33416
O 3.3230 -4.1200 3.6502 0.08
C 2.5453 -3.5443 4.3867 -0.53
O 2.9222 -2.6633 5.2534 0.16
C 1.0032 -3.7317 4.1136 -0.06
N 0.3355 -2.8099 3.1609 -0.11
C -0.3037 -1.5651 3.7643 -0.14
C -1.3141 -0.8845 2.8055 -0.10
C -0.5318 -0.7137 1.4792 -0.30
N -1.3682 -0.0577 0.4249 0.09
C -0.8353 0.7513 -0.5403 -0.28
N -1.2518 0.6752 -1.7812 0.20
C -0.6859 1.4455 -2.6994 -0.31
C -1.2571 1.1886 -4.0655 -0.14
C -1.2169 2.1872 -5.0097 -0.07
C -1.4693 1.9701 -6.3404 -0.10
C -1.7202 0.6723 -6.8199 -0.07
C -1.8039 -0.3899 -5.8813 -0.07
C -1.5703 -0.1568 -4.4993 -0.01
N -0.0247 2.5013 -2.4471 0.19
C 0.3911 2.6162 -1.1949 -0.26
C 0.0110 1.8171 -0.1543 -0.11
C 0.4683 2.2287 1.2242 -0.16
S 1.4127 3.7336 0.9299 0.78
O 0.9452 4.8205 1.8855 -0.36
O 2.8439 3.3499 1.3206 -0.37
C 1.1109 3.8736 -0.7784 -0.17
C -0.0592 -2.0557 0.7989 -0.16
C 0.8365 -2.5823 1.7983 -0.23
H 3.8691 -2.8045 5.1705 0.13
H 0.9920 -4.6911 3.6876 0.10
H 0.5267 -3.6524 5.0559 0.11
H -0.7835 -1.6795 4.6813 0.09
H 0.5017 -0.7997 4.0507 0.14
H -1.6608 0.0678 3.0310 0.08
H -2.2395 -1.4460 2.5690 0.13
H 0.4182 -0.1420 1.6500 0.12
H -2.1042 -0.6703 0.0449 0.15
H -0.8860 3.1905 -4.7243 0.11
H -1.4319 2.8279 -6.9906 0.10
H -2.0091 0.6924 -7.8831 0.11
H -2.2253 -1.3291 -6.1114 0.08
H -1.5220 -1.0086 -3.7809 0.11
H 1.2623 1.6205 1.6521 0.10
H -0.4027 2.4353 1.8524 0.13
H 0.5527 4.8034 -1.0115 0.14
H 2.1891 3.8358 -1.1274 0.14
H 0.3325 -1.8038 -0.2391 0.14
H -0.9600 -2.6771 0.4695 0.14
H 1.6209 -1.8535 1.8970 0.12
H 1.2237 -3.4723 1.2717 0.14